[1]
The following is a quantum chemistry calculation of 3 unconnected molecules or ions with the total composition C28H52O9 in a non-equilibrium geometry, from the Open Molecules 2025 dataset.

Properties
SMILES string   CCCCCCCCCCCCC[C@@]1(CCOC(C)=O)COC(=O)O1.CCOC(C)=O.CCOC(C)=O
Highest occupied orbital energy   -10.0 eV
HOMO-LUMO gap   10.64 eV
Net charge   0

The geometry in XYZ format:
```
89
Properties=species:S:1:pos:R:3:forces:R:3
C 2.3420 -1.5495 2.2748 0.45 -0.36 -0.28
C 3.9364 -1.7715 2.1015 -0.14 -0.36 0.89
C 4.7408 -0.5297 1.5329 0.43 -0.06 0.90
C 4.4607 -0.0458 0.0404 0.56 0.46 -0.32
C 3.3591 -0.8022 -0.8190 -0.10 -0.08 -1.30
C 2.0720 0.0635 -1.2556 -0.40 -0.81 0.37
C 1.5578 1.1477 -0.2061 -0.81 1.21 -0.34
C 0.0119 0.9666 0.2487 0.50 1.05 -0.10
C -0.9788 1.9038 -0.6290 -0.10 -1.51 0.01
C -2.3845 1.1299 -0.7637 -0.17 0.79 -0.24
C -3.2915 1.1850 0.5591 0.43 -0.88 0.16
C -3.0693 -0.1051 1.5111 -1.03 0.98 0.64
C -3.5857 -1.4863 0.8859 0.38 1.22 -0.37
C -2.4565 -2.5163 0.3939 -1.31 -1.23 -0.22
C -2.5608 -2.7026 -1.2033 0.50 -0.60 -0.27
C -1.1864 -3.0612 -1.9389 -0.22 -0.15 0.36
O -1.3209 -2.6754 -3.3530 1.86 1.46 0.47
C -0.4513 -1.5637 -3.5740 -0.10 2.99 -0.51
C 0.9765 -1.8429 -4.2518 -0.50 -0.36 0.74
O -0.7639 -0.3809 -3.3034 0.62 -4.50 -0.67
C -1.0473 -2.5962 1.1222 2.34 0.06 0.74
O -1.1631 -3.5402 2.2532 -3.43 0.10 -1.09
C -2.4896 -4.0511 2.1913 0.06 -0.53 1.59
O -3.0352 -4.5961 3.1641 1.73 1.77 -4.16
O -2.9991 -3.8134 0.8797 0.86 -0.53 2.72
H 2.0121 -1.6353 3.3665 0.51 0.00 -1.53
H 1.8323 -2.3838 1.6633 0.41 1.55 0.98
H 2.0446 -0.5077 1.9200 0.24 -1.51 0.26
H 4.3319 -1.9920 3.1654 -0.37 0.39 -1.71
H 4.1347 -2.7402 1.5118 -0.30 1.55 0.68
H 4.5823 0.3497 2.2652 0.14 -1.38 -1.20
H 5.8660 -0.7750 1.6294 -1.79 0.36 -0.15
H 4.2573 1.0896 0.0835 0.13 -1.94 -0.24
H 5.4631 -0.1154 -0.5311 -1.66 0.06 0.90
H 2.9643 -1.7861 -0.4020 0.81 1.33 -0.09
H 3.8649 -1.0960 -1.8198 -0.80 0.31 1.58
H 1.2099 -0.6966 -1.3934 1.28 1.21 0.06
H 2.2556 0.5106 -2.2906 -0.26 -0.33 1.54
H 2.1880 1.2763 0.7318 -0.51 -0.47 -1.36
H 1.5860 2.1704 -0.7475 0.12 -1.46 1.01
H -0.1075 1.3109 1.3373 0.25 -0.81 -1.39
H -0.2674 -0.1337 0.1522 0.21 1.45 0.12
H -0.4720 2.0389 -1.6563 -1.05 -0.10 1.49
H -1.1506 2.9124 -0.1195 0.41 -1.32 -0.77
H -3.0009 1.5741 -1.6281 1.01 -0.59 1.18
H -2.1593 0.0508 -1.0477 -0.32 1.37 0.31
H -3.0508 2.1037 1.2148 -0.52 -1.24 -1.24
H -4.3937 1.1966 0.2379 1.56 0.14 0.69
H -3.7237 0.0962 2.4433 1.08 -0.33 -1.39
H -1.9947 -0.1017 1.8857 -1.35 -0.29 -0.61
H -4.2339 -1.2058 -0.0290 1.01 -0.58 1.39
H -4.2861 -2.0130 1.6112 1.16 0.58 -0.85
H -3.2732 -3.5919 -1.3883 1.03 1.45 0.49
H -3.0466 -1.8112 -1.7236 1.02 -1.05 0.85
H -0.3005 -2.4891 -1.5032 -1.19 -0.76 -0.37
H -0.9367 -4.1878 -1.9243 -0.49 1.80 0.10
H 1.6373 -0.9456 -3.9878 -1.02 -1.40 -0.52
H 0.8981 -1.9832 -5.3838 -0.10 0.28 1.63
H 1.4085 -2.8055 -3.8097 -0.53 1.33 -0.64
H -0.1425 -3.0425 0.5712 -1.76 0.73 -0.05
H -0.5905 -1.6804 1.6181 -1.17 -0.75 -0.93
O -6.1847 2.1711 2.2728 -0.67 -0.55 -0.19
C -7.2737 1.8397 1.8627 0.64 0.44 0.00
O -7.6155 0.5386 1.8381 0.21 -0.32 0.37
C -8.9322 0.0534 1.5377 -0.11 0.01 -0.24
C -9.1438 -0.0577 0.0415 0.07 0.11 -0.17
C -8.2220 2.8578 1.2955 -0.53 0.28 0.32
H -9.6952 0.6641 2.0270 0.10 0.06 -0.08
H -9.0007 -0.9411 1.9843 0.25 0.16 0.07
H -9.0668 0.9144 -0.4496 -0.10 -0.02 0.06
H -10.1279 -0.4781 -0.1783 0.07 0.01 0.03
H -8.3789 -0.6979 -0.4048 -0.09 -0.03 0.11
H -7.9475 3.0636 0.2592 -0.02 -0.02 0.08
H -8.1343 3.7749 1.8804 0.22 -0.07 -0.18
H -9.2683 2.5628 1.3439 0.03 -0.08 -0.20
O 6.2776 1.7840 1.1937 0.66 0.71 -0.73
C 7.0281 2.3984 0.4689 -0.12 -0.38 0.70
O 6.8835 2.3247 -0.8667 -0.50 -0.06 -0.19
C 7.6006 3.1409 -1.8043 0.26 -0.01 -0.05
C 8.9630 2.5521 -2.1091 0.15 -0.11 0.11
C 8.1796 3.1766 1.0398 0.02 0.67 0.09
H 7.6568 4.1763 -1.4587 0.04 -0.10 0.08
H 7.0027 3.1534 -2.7184 -0.13 -0.13 0.24
H 9.5902 2.5048 -1.2168 -0.01 0.11 -0.05
H 9.4808 3.1490 -2.8633 -0.05 -0.04 0.04
H 8.8616 1.5284 -2.4778 -0.06 0.12 -0.05
H 9.0081 2.4943 1.2394 -0.07 0.05 -0.01
H 7.8564 3.6346 1.9761 0.04 -0.29 -0.01
H 8.5224 3.9900 0.4034 0.14 -0.14 -0.08
```
Positions in Å, forces in eV/Å.

Atom charges from the Mulliken analysis, given in e for atoms 1 to 5: -0.263, -0.906, -0.588, 0.026, -0.833

[2]
The following is a quantum chemistry calculation of a molecular structure, C28H54As6Cl4O2RuSe in a non-equilibrium geometry, from the Open Molecules 2025 dataset.

Properties
2S+1   2
Highest occupied orbital energy (alpha / beta)   -3.5 / -3.5 eV
HOMO-LUMO gap (alpha / beta)   5.60 / 5.28 eV
ΔE to the lowest compared entry with this formula, charge and spin   0.00 kJ/mol
Net charge   -1

The geometry in XYZ format:
```
96
Properties=species:S:1:pos:R:3:forces:R:3
Ru 0.3586 -1.6299 -0.3128 0.72 1.47 1.93
C 4.6043 -0.3585 -0.4885 -0.47 0.26 0.33
As 2.8549 -1.0770 -1.0672 -0.20 -1.49 -0.58
C 3.3710 -2.9491 -0.9081 0.26 -0.36 -0.07
C 3.0475 -0.9363 -3.0463 0.05 -0.03 0.17
C 2.4063 0.3000 -3.7014 0.09 0.19 0.17
C 2.8162 1.5462 -2.9218 -0.09 -0.19 0.00
C 0.8781 0.1562 -3.7562 -0.06 0.02 -0.14
As -0.2175 0.4506 -2.1263 -0.29 -0.89 -0.58
C -0.5088 2.4225 -2.3293 0.20 -0.33 0.61
C -1.9193 -0.0346 -2.9795 -0.14 0.00 0.10
C 2.9442 0.3467 -5.1446 -0.06 -0.01 -0.15
As 2.9148 1.8938 -6.4090 0.03 0.17 0.14
C 1.3387 3.0191 -5.9848 0.08 -0.17 0.01
C 4.2616 3.0960 -5.5852 -0.10 -0.04 -0.08
H 5.4136 -0.8173 -1.0609 -0.27 -0.09 -0.14
H 4.7162 -0.6215 0.5623 -0.07 0.03 0.02
H 4.6652 0.7253 -0.5790 -0.08 -0.01 -0.02
H 4.1999 -3.1895 -1.5810 0.03 0.06 0.08
H 2.5182 -3.5912 -1.1451 0.13 0.18 0.05
H 3.6710 -3.1473 0.1237 -0.05 0.08 -0.03
H 2.5974 -1.8412 -3.4679 0.05 -0.01 0.11
H 4.1209 -0.9586 -3.2721 -0.07 0.01 0.06
H 2.4834 1.4431 -1.8816 0.08 0.22 -0.05
H 2.3628 2.4391 -3.3467 0.03 0.11 0.06
H 3.9015 1.6516 -2.9282 0.06 0.11 0.06
H 0.6358 -0.8631 -4.0721 -0.08 0.05 0.09
H 0.4777 0.8358 -4.5186 -0.03 0.02 0.16
H -0.5790 2.6936 -3.3820 0.02 -0.23 -0.05
H 0.2957 2.9907 -1.8658 0.02 0.00 0.03
H -1.4453 2.6833 -1.8350 0.02 -0.03 0.04
H -2.0556 0.4705 -3.9377 0.11 0.08 0.04
H -2.7582 0.2256 -2.3270 0.12 0.04 0.02
H -1.9251 -1.1114 -3.1365 0.09 -0.03 0.02
H 2.4786 -0.4785 -5.6974 0.07 0.11 -0.03
H 4.0157 0.1112 -5.1195 -0.04 0.08 -0.08
H 0.4176 2.5192 -6.2778 -0.02 -0.07 -0.02
H 1.4238 3.9307 -6.5780 0.08 -0.04 -0.04
H 1.2742 3.3008 -4.9379 0.01 -0.02 0.11
H 5.1673 2.5401 -5.3500 0.02 -0.09 0.00
H 3.9069 3.5849 -4.6818 -0.08 -0.05 0.09
H 4.5278 3.8702 -6.3064 -0.06 -0.06 -0.05
Cl 4.5435 -2.2190 5.6941 0.22 0.09 0.16
C 3.4057 -2.5306 4.4334 -0.27 -0.89 0.37
C 2.6589 -3.7054 4.4446 0.64 0.64 0.42
Cl 2.9007 -4.8521 5.7155 0.01 -0.17 0.17
C 1.7199 -3.9516 3.4534 -0.27 0.33 -0.72
Cl 0.7776 -5.3991 3.5124 -0.24 -0.23 -0.17
C 1.5050 -3.0583 2.3832 1.33 0.52 1.00
O 0.6918 -3.2688 1.4330 -1.26 0.24 -2.17
C 2.2782 -1.8206 2.3895 -0.15 -0.95 0.79
O 2.0487 -0.9681 1.4645 -0.22 0.92 -1.21
C 3.2068 -1.6075 3.4179 -0.60 -0.02 -0.54
Cl 4.0577 -0.1060 3.4249 0.20 0.42 -0.08
C 0.1692 2.0015 3.7947 -0.04 -0.20 -0.09
As -0.0382 0.7189 2.2708 -0.14 0.44 0.31
C 1.1157 1.7765 1.0935 0.11 -0.03 -0.27
C -1.7700 1.4425 1.5558 0.09 0.21 -0.20
C -3.0597 0.7765 2.0802 0.01 -0.01 0.20
C -2.8790 0.3606 3.5391 0.12 -0.06 -0.15
C -3.4007 -0.4383 1.2107 0.39 0.13 -0.18
As -1.9394 -1.7634 0.8820 -0.29 -0.92 -0.61
C -2.1207 -2.8776 2.4784 0.23 -0.02 0.10
C -3.0428 -2.9015 -0.2742 -0.07 -0.09 -0.06
C -4.1843 1.8220 1.9783 -0.19 -0.03 -0.10
As -6.0223 1.6825 2.7602 0.06 -0.05 0.16
C -6.4850 -0.2366 2.9076 0.10 0.09 -0.05
C -5.6466 1.9745 4.6855 -0.09 -0.05 -0.09
H -0.1231 3.0170 3.5271 -0.06 0.04 -0.13
H 1.2258 2.0075 4.0612 0.06 -0.07 -0.02
H -0.3927 1.6919 4.6748 -0.05 -0.08 -0.04
H 0.6999 2.7671 0.8987 -0.06 0.03 0.03
H 1.2588 1.2369 0.1530 -0.03 0.09 0.19
H 2.0924 1.8751 1.5684 -0.05 -0.08 0.05
H -1.7351 1.3306 0.4594 0.07 0.09 0.19
H -1.7925 2.5162 1.7690 0.06 -0.02 -0.02
H -1.9849 -0.2590 3.6418 -0.13 -0.03 0.15
H -3.7351 -0.2129 3.8852 -0.05 -0.03 0.12
H -2.7583 1.2416 4.1689 0.00 0.02 0.10
H -3.7158 -0.0944 0.2161 0.12 -0.03 0.06
H -4.2437 -0.9966 1.6312 0.21 -0.09 -0.03
H -3.1646 -2.9132 2.8071 0.08 0.14 -0.15
H -1.4877 -2.5290 3.2946 0.02 0.00 -0.10
H -1.7914 -3.8807 2.2049 0.09 0.12 0.00
H -3.9890 -3.1653 0.2040 0.01 0.06 0.04
H -2.4785 -3.8099 -0.4945 0.01 0.10 0.07
H -3.2392 -2.4003 -1.2239 0.04 0.04 0.07
H -4.3437 2.0476 0.9159 -0.06 0.02 0.12
H -3.8224 2.7534 2.4304 -0.10 -0.02 0.00
H -6.6342 -0.6722 1.9212 0.02 0.03 -0.05
H -7.4309 -0.3036 3.4478 0.01 0.10 -0.02
H -5.7454 -0.8220 3.4477 0.08 -0.01 0.02
H -5.0323 2.8631 4.8198 0.04 0.05 -0.08
H -5.1499 1.1321 5.1592 0.08 -0.08 -0.05
H -6.5915 2.1452 5.2040 -0.02 0.00 -0.10
Se -0.0446 -3.0593 -2.1610 -0.20 0.26 0.20
```
Positions in Å, forces in eV/Å.

Atom charges from the Mulliken analysis, given in e for atoms 1 to 5: -0.670, -1.318, 1.209, -1.335, -2.104

Number 1: energy -48302.148 eV. Number 2: energy -517056.577 eV.